DFT (ωB97M-V/def2-TZVPD) results for a cluster of 8 separate species, C33H74BCl15N2OP in total in a non-equilibrium geometry.

Geometry as XYZ:
```
127
Properties=species:S:1:pos:R:3:forces:R:3:mulliken_charge:R:1
Cl -2.433656 -4.800961 -4.328978 0.013 -0.118 0.040 -0.229
H 0.492831 -2.120347 -3.282927 -0.172 0.041 0.433 -0.357
H -0.536693 -3.056382 -2.199382 0.090 -0.308 0.002 0.283
C -0.609924 4.555314 -0.264064 0.630 -0.383 -1.031 -0.995
H -6.833568 -4.560653 0.551922 -0.059 0.032 -0.006 0.358
Cl 0.598263 -0.938766 4.845392 0.178 0.030 0.110 -0.131
H -0.249449 -3.487648 7.370779 -0.014 0.028 0.011 0.381
Cl -0.713187 -4.066629 5.146397 -0.012 0.012 -0.029 -0.190
C 6.094975 2.062836 -0.291672 -0.001 0.669 -0.634 -0.515
H 0.256036 -1.127675 7.152581 0.035 -0.039 0.021 0.303
C 0.117427 -3.123386 6.412032 -0.213 -0.135 -0.010 -0.446
H -2.031431 -2.683118 -5.238270 -0.004 0.024 0.015 0.236
H 0.332004 2.764585 -0.903434 0.260 -0.450 -0.030 0.168
H -3.925387 0.865406 0.497619 0.013 -0.057 0.226 0.338
N -1.727434 -1.186447 2.457455 -0.544 0.522 0.013 0.139
H -0.934763 -3.248042 -7.319864 0.062 0.012 0.056 0.212
H 8.520716 -0.711265 -3.003754 0.262 0.164 -0.024 0.391
H -2.291138 3.946917 4.094712 0.060 -0.049 0.047 0.137
H 1.177297 -3.338446 6.347160 -0.206 -0.082 -0.305 0.205
Cl 0.776230 0.164661 0.398109 1.500 -0.007 -0.007 -0.435
C -3.099408 3.871969 4.817479 -0.055 0.052 -0.153 -0.266
H -7.523333 -6.490334 -4.154432 -0.028 0.067 -0.072 0.387
Cl 1.292191 -1.948936 -5.367548 0.411 0.240 -0.555 -0.197
C 3.373255 -0.173235 8.910377 0.014 0.070 0.034 -0.443
H -4.051455 1.673340 -1.569981 0.076 0.108 -0.150 0.201
H -1.532734 4.589989 -0.841686 -0.214 -0.033 0.066 0.513
C -5.870927 -5.172051 -4.633874 0.088 -0.049 0.029 -0.241
Cl -7.875770 -4.519710 -2.908968 -0.217 -0.083 -0.065 -0.190
H -7.941873 -2.302710 0.796760 0.054 0.017 -0.068 0.327
H 1.370340 -1.396838 -8.202686 -0.009 -0.064 0.031 0.297
H 0.890446 4.725709 -1.856322 -0.236 -0.237 -0.255 0.449
C 5.453978 -0.018229 -1.550381 -0.191 0.751 -0.246 -0.993
H -3.716241 -0.768403 -0.139633 0.032 -0.175 0.178 0.011
P -1.468369 0.310243 0.062986 -2.638 -0.138 -0.021 0.392
H -1.887489 2.504007 1.159368 -0.207 0.027 0.066 0.198
H 4.724771 5.662024 0.656129 0.104 0.255 0.444 0.448
Cl 3.365379 -2.629951 -7.986889 -0.012 -0.031 -0.012 -0.194
C -1.363746 -1.115824 -2.657876 0.462 0.153 0.097 0.389
Cl -0.365632 -5.494473 -6.960292 -0.009 -0.037 -0.019 -0.211
Cl -6.641873 -4.479332 -6.087470 -0.034 0.006 0.004 -0.213
H -1.428785 -0.900451 -3.722666 -0.182 0.079 -0.310 0.184
C -3.368053 0.257542 -0.220549 -0.077 0.546 -0.578 -0.876
H -0.534223 -3.519497 -4.843358 -0.106 -0.159 0.083 0.057
H -3.258626 -2.599415 2.075890 -0.105 0.021 -0.254 0.329
C -3.047032 -1.736314 2.715887 0.547 -0.490 0.176 -0.725
H -2.253882 2.639245 -0.544275 -0.114 -0.197 -0.293 0.319
H -0.051582 6.177451 -1.557738 0.135 0.177 -0.069 0.406
H 1.706316 0.176547 -6.254971 -0.044 -0.016 -0.026 0.276
C -7.160455 -2.660412 1.462497 -0.126 0.036 0.083 -0.529
H -3.088577 -2.120149 3.738518 -0.217 0.038 0.161 0.287
H 2.837106 4.181165 -0.913255 -0.128 -0.198 -0.036 0.137
H 5.860234 -0.556489 -0.697574 0.057 -0.205 0.107 0.436
H 6.621874 1.121133 -2.979616 -0.036 0.160 -0.150 0.351
Cl -2.471969 1.225992 5.014008 0.042 -0.024 0.300 -0.019
H -5.296646 -4.387459 -4.151053 -0.018 0.060 -0.046 0.137
H 6.910919 2.211744 -1.004748 0.246 -0.021 0.086 0.197
C -6.262967 -3.661054 0.782067 0.057 -0.159 0.049 -0.521
H 4.571800 -0.564796 -1.873988 0.006 -0.187 -0.189 0.444
C 0.449505 5.338362 -1.075027 0.188 0.337 1.008 -1.007
C 2.979510 5.159370 -0.463423 -0.027 0.515 0.669 -0.342
H -0.097924 1.545279 -2.892822 -0.126 0.008 0.033 0.198
H 2.808719 -0.380655 -8.341127 0.035 0.007 0.020 0.345
H -0.774167 5.062632 0.684218 -0.184 0.132 0.145 0.272
H 6.499722 1.442173 0.505010 -0.129 -0.201 0.170 0.340
O -1.038480 1.426047 -2.714982 0.451 -0.053 0.192 -0.759
H -7.629332 -3.132969 2.324629 0.024 -0.017 0.012 0.315
N -3.701052 0.726579 -1.608501 0.176 -0.394 0.288 -0.387
C -0.156974 -1.647949 6.290279 -0.037 0.138 0.034 -0.404
C -6.864411 -5.770420 -3.675899 0.030 -0.077 0.070 -0.407
H -3.852300 -1.018616 2.571312 0.215 0.140 0.063 -0.021
C 6.522003 0.087592 -2.657734 -0.069 -0.559 0.459 -0.410
H 0.443842 -1.771937 -1.560995 0.020 0.137 0.124 0.272
C -1.518229 2.253724 0.157278 0.811 -0.081 0.792 -1.158
C 3.857575 5.022092 0.811168 0.164 -0.504 -0.765 -1.263
H -4.194444 2.308854 3.865784 0.062 0.028 -0.043 0.225
H -2.289258 -1.611972 -2.369850 -0.102 -0.089 0.121 0.030
H 6.196793 -0.493400 -3.517767 0.033 -0.040 -0.176 0.307
H -5.424784 -3.933838 1.419452 0.033 0.073 0.003 0.321
H -4.435499 2.378646 5.616296 0.036 0.016 0.045 0.399
B -1.261128 0.283040 -1.897819 -0.365 0.242 -0.580 0.661
H -5.181320 -5.939344 -4.978725 -0.011 -0.016 -0.007 0.270
C 2.345179 -1.184268 -7.771379 0.011 0.122 -0.063 -0.423
C 1.616243 5.815943 -0.164031 -0.018 -0.388 -0.474 -0.797
H -4.446798 0.150033 -1.978070 -0.059 0.083 -0.137 0.224
C 7.880846 -0.429588 -2.171230 -0.393 0.006 -0.245 -1.284
Cl -2.452425 4.331707 6.417825 0.018 0.014 0.026 -0.218
Cl 2.796887 -2.592125 7.779069 0.394 0.165 0.344 -0.174
C 4.980420 1.340459 -1.028978 0.293 -0.551 0.557 -0.196
H 3.278341 -2.010489 9.998878 -0.053 0.024 -0.006 0.287
C -1.727967 0.196103 1.984539 1.142 -0.715 -0.159 -0.933
C 4.381360 3.574032 0.987040 -0.193 1.096 -0.168 -0.135
H 3.796774 0.348531 9.767052 0.029 -0.032 0.014 0.333
H 4.553195 1.957993 -1.819063 0.036 0.083 -0.156 0.191
C -0.162663 -2.059676 -2.415298 -0.287 -0.179 0.184 -0.434
H -6.319314 -6.274866 -2.879341 0.019 0.051 0.033 0.256
H -3.862579 4.605447 4.563263 -0.025 -0.010 0.035 0.365
H 1.355750 5.562070 0.859114 -0.088 -0.005 0.232 0.432
C -0.230240 3.060906 -0.029061 -1.095 1.497 -0.027 0.146
C 2.228035 -0.776751 -6.325429 0.001 0.066 -0.020 -0.522
H 3.607465 2.918648 0.603077 0.010 -0.313 0.007 0.009
H 2.306890 0.035300 8.870748 -0.009 -0.021 -0.060 0.292
C -1.394079 -4.051651 -6.747206 -0.069 0.074 -0.034 -0.359
H 3.530679 5.765901 -1.181340 -0.089 -0.015 -0.288 0.386
C -3.702403 2.491693 4.821250 -0.097 -0.073 -0.067 -0.624
H 4.193311 1.133117 -0.320779 -0.526 0.019 0.146 0.248
H 4.475238 3.385932 2.054284 0.247 -0.329 0.053 0.382
Cl -5.598488 -3.067319 -0.753638 0.149 0.150 0.019 -0.156
H 7.736621 -1.314952 -1.558822 0.019 -0.190 0.050 0.346
H 3.325617 5.358345 1.695088 -0.152 0.077 0.088 0.560
Cl 4.121989 0.519653 7.452953 -0.021 -0.005 -0.012 -0.168
H 4.702857 -1.870305 8.965177 0.007 0.021 -0.086 0.346
H 0.387032 3.060628 0.862963 0.357 -0.556 0.003 0.294
C -1.507635 -3.634315 -5.305627 -0.019 0.129 -0.023 -0.111
C 5.720578 3.451233 0.242435 0.044 -0.655 0.688 -0.946
H -1.225220 -1.445702 6.243882 -0.013 -0.030 -0.059 0.313
H -1.468788 -1.160318 0.039988 0.352 -0.064 0.189 -0.127
Cl -6.269060 -1.241365 2.073208 -0.335 -0.074 -0.129 -0.110
H 3.204923 -0.669968 -5.861065 0.019 -0.074 0.007 0.280
H 8.356002 0.319575 -1.546219 0.265 0.069 0.048 0.255
H -2.369178 -4.271082 -7.175193 -0.002 -0.068 0.022 0.409
H 6.492478 3.724980 0.963583 0.178 0.250 -0.048 0.290
C 3.640799 -1.651159 9.036988 0.055 -0.054 0.116 -0.510
H 1.727066 6.899023 -0.194812 -0.010 0.145 0.015 0.419
H 5.778622 4.198568 -0.545877 -0.180 -0.043 -0.291 0.412
H -2.618907 0.731914 2.320034 -0.220 0.125 -0.198 -0.087
H -0.857415 0.652597 2.452383 0.004 0.408 -0.071 0.726
H -1.142516 -1.239718 3.274932 -0.131 -0.233 -0.060 -0.096
```
Forces are in eV/Å.

Computed properties:
Maximum force: 0.05138 hartree/bohr
Total charge: -1
E_LUMO: 1.90 eV
Calculated total energy: -8755.6046 a.u.